Entry 1:
{"formula": "C44H74Cl3FN3O8P", "method": "ωB97M-V with the def2-TZVPD basis set", "species": ["Cl", "Cl", "Cl", "P", "F", "O", "O", "O", "O", "O", "O", "O", "O", "N", "N", "N", "C", "C", "C", "C", "C", "C", "C", "C", "C", "C", "C", "C", "C", "C", "C", "C", "C", "C", "C", "C", "C", "C", "C", "C", "C", "C", "C", "C", "C", "C", "C", "C", "C", "C", "C", "C", "C", "C", "C", "C", "C", "C", "C", "C", "H", "H", "H", "H", "H", "H", "H", "H", "H", "H", "H", "H", "H", "H", "H", "H", "H", "H", "H", "H", "H", "H", "H", "H", "H", "H", "H", "H", "H", "H", "H", "H", "H", "H", "H", "H", "H", "H", "H", "H", "H", "H", "H", "H", "H", "H", "H", "H", "H", "H", "H", "H", "H", "H", "H", "H", "H", "H", "H", "H", "H", "H", "H", "H", "H", "H", "H", "H", "H", "H", "H", "H", "H", "H"], "xyz": [[3.3022, -0.6252, 1.7053], [-1.4947, 4.9926, -0.3081], [4.6697, -3.0237, -1.7710], [-3.0882, 1.8851, -0.9470], [2.1557, -5.1199, 1.0086], [-7.7495, -5.5844, -1.2750], [-2.0305, 3.3702, -6.7670], [3.1146, -0.3153, -2.1163], [-1.9242, -0.7489, -2.3099], [-3.0569, -5.0991, -1.1328], [-0.7042, -4.8862, 5.0343], [-2.9513, -4.3990, 0.0328], [6.6935, 3.1970, 2.8229], [0.1870, -2.6592, 3.4378], [-0.8140, 3.3480, -4.1549], [-5.8120, -7.5096, -0.3547], [6.2946, 1.9508, 2.1714], [-1.2228, 2.1617, -0.9341], [-0.9523, -2.9914, -0.2627], [-0.4935, 3.5078, -0.6481], [-0.5019, -4.7071, 6.4261], [-3.5864, 1.5538, 0.8540], [-0.5735, 1.0904, -5.0422], [-0.0786, -4.1140, 0.3840], [-1.0976, -2.5872, 4.1449], [3.8534, -2.8230, -0.1095], [1.9394, 2.3595, -0.8869], [-1.6519, -3.9933, 4.4564], [-2.3357, 0.9796, 1.7327], [-2.5603, -3.0340, -0.2826], [4.1307, 3.1185, -2.2124], [5.4940, -2.3123, 1.8539], [6.0050, 6.0911, -0.2048], [5.9671, 4.8338, -1.2305], [3.5533, 2.4819, -0.8221], [1.4704, -4.0155, 0.3914], [-9.0925, -6.0214, -1.1482], [-1.2901, 2.6621, -7.7469], [1.0726, 3.6313, -0.6216], [-7.6230, -7.5270, 1.2759], [1.2510, 1.0020, -1.1840], [5.5828, 4.1044, 2.5741], [-2.5701, 2.5532, -5.7311], [4.5120, 4.6487, -1.9136], [-0.9346, -1.7046, 5.3794], [2.2623, -2.7921, -0.2003], [-7.0740, -5.3869, -0.0361], [7.2392, 5.8796, 0.8275], [4.5052, -1.6277, 0.7512], [5.8318, 5.5919, 3.1199], [-4.8620, 4.2118, -0.5995], [-6.5394, -6.6800, 0.6141], [2.0610, -0.3708, -1.4394], [-4.0427, 3.3323, -1.7101], [1.3972, -1.6792, -0.8313], [6.9408, 6.4280, 2.3038], [-1.5629, 2.1747, -4.6256], [-0.1735, -1.7849, -0.8637], [-0.3225, 0.8985, -1.2175], [-0.9464, -0.5522, -1.5521], [-1.4202, -4.4144, 6.9424], [-4.3844, 0.7399, 0.8364], [-5.0230, -6.9742, -0.7152], [-0.0932, 0.6579, -4.1595], [-3.8971, -4.7682, -1.5563], [-0.2440, 2.5857, -7.4438], [-3.3639, 3.1518, -5.2711], [-1.0791, 0.2793, -5.5743], [-1.8220, -2.0912, 3.4884], [-7.1713, -8.2520, 1.9591], [-1.8081, -1.7779, 6.0342], [6.5573, 7.5101, 2.2249], [-2.1405, 1.7760, -3.7831], [0.0486, -3.1581, 2.5599], [-3.0572, 1.6659, -6.1534], [-2.9959, -2.7590, -1.3007], [0.2256, 1.4712, -5.6808], [-1.4734, 4.0272, -3.7773], [5.2529, 1.6046, 2.5409], [-1.7059, 1.6696, -7.9410], [7.0991, 1.1771, 2.3994], [8.1391, 6.4831, 0.4256], [6.1815, -3.0463, 1.3063], [-9.6346, -5.7103, -2.0439], [-2.6864, 0.8467, 2.8234], [3.9759, 1.4432, -0.6068], [4.6810, 3.6827, 3.1726], [-4.8710, 2.8595, -2.3660], [-8.3078, -6.9046, 1.8597], [4.9886, 2.4975, -2.6525], [-1.9782, -0.0446, 1.3566], [-7.7016, -4.8159, 0.6590], [-0.4328, 3.8147, -4.9782], [6.7631, 5.0226, -2.0438], [-2.9952, -2.3745, 0.5610], [-0.1580, -5.6567, 6.8420], [4.8004, -2.9694, 2.5089], [0.7943, -3.2792, 3.9743], [6.0377, -1.5451, 2.4957], [5.1825, -0.9296, 0.1422], [6.1841, 5.4900, 4.2149], [3.2383, 3.1047, -2.9423], [-0.8300, -0.6565, 5.0836], [4.8317, 6.1659, 3.1724], [-3.9091, 2.5147, 1.3807], [-0.6457, -4.9917, 0.8442], [5.2607, 4.0746, 1.4699], [5.0375, 6.2036, 0.4002], [-0.0484, -1.9567, 5.9639], [-1.4724, 1.7465, 1.7787], [-6.4162, -7.6255, -1.1685], [6.2803, 3.8476, -0.7224], [-1.3204, 3.2381, -8.6745], [-1.9472, -4.4551, 3.5080], [-2.5589, -3.9420, 5.0713], [4.1186, -3.7979, 0.4521], [-9.5870, -5.5874, -0.2750], [3.7533, 5.1019, -1.1828], [6.1697, 7.0715, -0.7736], [-9.1296, -7.1117, -1.1061], [4.5216, 5.3119, -2.8606], [-5.8391, -6.3811, 1.4020], [-4.1827, 4.4428, 0.3023], [7.5493, 4.7772, 0.7869], [-6.2142, -4.7495, -0.2709], [6.2048, 2.1631, 1.0425], [3.7691, 3.2295, 0.0139], [-5.8172, 3.6481, -0.2748], [-8.2113, -8.0974, 0.5554], [7.9058, 6.4789, 2.9283], [-5.1165, 5.2082, -1.1107], [1.5072, 4.6559, -0.3679], [0.2854, -3.9706, 6.5989], [-3.4268, 3.9881, -2.4137]], "forces_ev_per_angstrom": [[0.6, -0.5, -0.8], [1.3, -1.8, -0.4], [-0.7, 0.3, 1.4], [0.4, -1.1, -0.7], [-1.4, 2.9, -1.5], [0.0, 0.2, 0.4], [-0.2, -0.4, 0.1], [-3.3, -0.7, 2.5], [3.3, 0.7, 2.6], [-0.9, -0.8, -2.4], [-0.4, 0.2, 0.0], [-0.2, 2.2, 1.6], [-1.7, -0.2, -1.2], [-0.2, -0.2, -0.1], [-0.2, 0.1, -0.1], [0.0, 0.4, -0.1], [0.0, 0.1, -0.1], [3.6, 0.6, 0.1], [4.1, 0.9, -0.4], [2.5, -2.9, -0.6], [0.3, -0.2, -0.1], [1.1, 0.4, 1.3], [0.0, -0.3, 0.1], [1.0, 2.6, -1.4], [0.3, -0.2, 0.3], [-1.0, -0.5, 0.9], [-2.3, 0.0, 0.0], [0.1, -0.1, -0.3], [-0.4, 0.4, 0.3], [1.1, -0.3, 0.4], [-1.1, 0.5, 0.4], [-1.4, -0.7, -0.4], [0.8, -0.6, 0.3], [-0.3, 0.3, -0.2], [-1.2, 0.1, -0.5], [-1.9, 1.7, -0.9], [0.1, -0.1, -0.4], [0.1, 0.4, 0.0], [-2.4, -3.3, -0.6], [0.0, -0.1, 0.3], [-2.5, 1.6, 0.8], [-1.2, 0.5, 1.0], [0.0, 0.2, 0.2], [0.9, 0.4, -0.2], [-0.2, 0.3, 0.1], [-3.1, -1.0, -0.2], [0.2, 0.0, -0.1], [0.2, 0.8, -0.4], [2.1, -0.5, 0.6], [0.5, -0.5, 0.2], [0.7, 0.2, -0.7], [-0.3, -0.1, -0.3], [1.0, 1.5, -1.1], [-1.5, 0.8, 0.6], [-1.4, -2.3, 1.2], [-0.2, 0.1, 0.1], [0.2, 0.1, -0.3], [1.5, -1.3, 1.1], [1.5, 2.6, 0.6], [-0.9, -0.4, -0.9], [0.0, 0.1, 0.0], [0.8, 1.4, 0.0], [0.1, -0.2, 0.2], [-0.1, 0.1, -0.1], [0.9, -0.4, 0.6], [0.0, -0.2, -0.1], [0.1, 0.1, -0.1], [0.0, 0.0, 0.0], [0.0, -0.1, -0.1], [0.0, 0.1, -0.1], [0.1, 0.0, 0.0], [0.7, -1.5, 0.0], [-0.1, 0.0, 0.0], [0.1, 0.2, 0.1], [0.1, -0.1, -0.1], [0.8, -0.1, 1.5], [-0.1, 0.1, 0.0], [0.1, -0.1, 0.1], [1.7, 0.4, -0.5], [0.0, 0.0, 0.1], [-1.1, 1.0, -0.4], [-1.3, -1.0, 0.6], [-0.7, 1.3, 0.8], [0.1, 0.1, 0.1], [0.4, 0.1, -1.7], [-0.5, 1.6, -0.2], [1.2, 0.7, -0.9], [1.5, 0.5, 0.9], [0.0, 0.0, 0.0], [-1.2, 1.0, 0.7], [-0.3, 1.6, 0.4], [-0.1, -0.1, 0.0], [0.0, -0.1, 0.1], [-1.2, -0.4, 1.2], [0.7, -1.0, -1.4], [-0.1, 0.0, -0.1], [1.2, 1.2, -0.8], [0.0, 0.2, 0.0], [-0.7, -1.1, -1.0], [-1.6, -0.9, 0.6], [-0.6, 0.1, -1.7], [1.6, -0.1, 0.9], [0.0, -0.1, 0.0], [1.5, -1.1, -0.3], [0.0, -1.5, -0.7], [1.2, 1.3, -0.7], [0.7, 0.2, 1.4], [1.2, -0.3, -1.0], [0.0, -0.1, -0.1], [-1.3, -1.4, -0.3], [0.0, -0.1, 0.2], [-0.5, 1.5, -0.5], [-0.1, 0.0, 0.1], [0.1, 0.0, 0.0], [0.1, 0.1, 0.1], [-0.5, 1.6, -1.0], [0.1, 0.0, 0.1], [0.9, -0.7, -1.2], [-0.4, -1.4, 0.7], [-0.2, 0.0, 0.2], [-0.3, -1.2, 1.4], [0.0, 0.1, -0.1], [-1.3, -0.4, -1.4], [-0.5, 1.6, 0.5], [0.0, -0.1, -0.1], [0.2, -0.6, 1.5], [-0.1, -1.3, -0.9], [1.6, 1.0, -0.5], [0.1, 0.1, 0.0], [-1.4, -0.2, -1.1], [0.0, -1.5, 1.0], [-0.5, -1.8, -0.4], [-0.1, 0.1, 0.2], [-0.6, -0.9, 1.2]], "gap_ev": 6.53, "smiles": "CCP(CC)c1c(Cl)cc(CCCCCCCCCOC)c2c1C(=O)c1c(COO)cc(F)c([C@@H](Cl)[C@H](C)Cl)c1C2=O.COC[C@@H](C)N.COC[C@@H](C)N.COC[C@@H](C)N", "charge": 0, "homo_energy_ev": -7.845, "lumo_energy_ev": -1.32}

Entry 2:
{"formula": "C21H14N3O6Pd", "method": "ωB97M-V with the def2-TZVPD basis set", "species": ["Pd", "O", "O", "O", "O", "O", "O", "N", "N", "N", "C", "C", "C", "C", "C", "C", "C", "C", "C", "C", "C", "C", "C", "C", "C", "C", "C", "C", "C", "C", "C", "H", "H", "H", "H", "H", "H", "H", "H", "H", "H", "H", "H", "H", "H"], "xyz": [[0.8483, -1.4233, -0.0353], [-6.8522, 0.3926, 1.2729], [2.6298, -1.1532, -1.2822], [-0.9369, -0.4490, -0.7581], [-0.1192, -1.1510, 1.9512], [-0.8317, -2.6093, -0.4512], [-4.9451, 1.2802, 1.7397], [2.0677, 0.3982, 0.5807], [3.0624, 0.8611, -0.2245], [-5.6482, 0.4223, 1.2176], [-0.0983, 2.3897, 2.7255], [5.3417, 1.2306, -1.7758], [-0.4176, -0.0144, 2.4465], [0.3304, 1.1667, 2.1641], [-1.5488, -1.5540, -0.5819], [-1.9370, 1.2204, 3.8109], [1.5390, 1.2542, 1.4314], [-5.7804, -1.6840, -0.1028], [-3.6611, -0.5491, 0.2280], [-3.0017, -1.6252, -0.3929], [-1.4265, 0.0856, 3.4321], [-5.0266, -0.6323, 0.3576], [-3.7188, -2.7328, -0.8386], [6.2691, 1.5078, -2.7591], [3.3445, -0.1386, -1.1308], [-1.2778, 2.4422, 3.4828], [4.4857, 0.1278, -1.9557], [4.5958, -0.6478, -3.1291], [5.4813, -0.3164, -4.1466], [-5.1019, -2.7136, -0.7319], [6.2875, 0.7748, -3.9314], [2.1296, 2.2103, 1.4776], [7.0027, 2.3423, -2.6999], [-1.8805, -0.8035, 3.7873], [3.8911, -1.4567, -3.2919], [-5.7214, -3.4355, -1.2562], [-2.7914, 1.2896, 4.3911], [7.0220, 1.0720, -4.7364], [-6.8659, -1.6644, -0.0409], [0.5513, 3.2405, 2.5445], [-3.1566, 0.3234, 0.5900], [-3.1977, -3.5627, -1.3478], [5.4984, -0.8531, -5.1070], [5.2616, 1.8328, -0.8981], [-1.6965, 3.3045, 3.9741]], "forces_ev_per_angstrom": [[1.0, 0.9, 0.5], [-0.2, 0.0, 0.4], [0.6, 0.5, -0.3], [-0.5, 0.0, 0.2], [-0.8, 1.0, 0.6], [-1.0, 0.2, -0.3], [-0.1, -0.7, -0.2], [-0.7, 0.1, -0.1], [-1.6, -0.2, 2.4], [-0.2, 0.5, -0.9], [0.7, -1.0, -0.6], [0.0, -0.5, -0.3], [1.6, -1.8, -0.6], [-0.7, 1.7, 0.9], [1.3, -0.7, 0.2], [0.7, 4.2, -0.2], [2.6, 1.3, -1.8], [-0.2, 0.1, -0.3], [0.2, -1.0, -0.8], [-0.5, 0.6, 0.0], [0.0, -2.9, -0.9], [0.6, 0.7, 1.5], [0.2, -0.1, -0.4], [0.7, 1.0, 0.0], [-0.2, -1.2, -0.6], [-0.6, -1.1, 0.5], [0.6, 0.0, -1.5], [-0.3, -0.1, -0.4], [-0.6, -0.4, 0.2], [-0.6, -0.2, -0.6], [1.8, 0.5, -1.5], [-0.8, -0.7, 0.1], [-0.8, -0.6, 0.3], [-0.2, -1.0, 0.0], [0.1, 0.0, 0.2], [0.3, -0.3, 0.3], [-1.5, -0.1, 1.2], [-0.9, -0.3, 1.0], [0.3, 0.0, 0.1], [-0.4, 0.2, 0.2], [0.3, 0.2, 0.1], [-0.3, 0.6, 0.4], [0.0, 0.2, 0.7], [0.0, 0.3, 0.4], [0.3, 0.6, -0.4]], "gap_ev": [8.05, 5.28], "spin_multiplicity": 5, "charge": 1, "homo_energy_ev": [-12.239, -12.421], "lumo_energy_ev": [-4.19, -7.15], "s_squared": 6.048}

Record-wise energy values, in a.u.: -4308.312198, -1551.764246
Record-wise maximum force values, in eV Å⁻¹: 4.23, 4.27